1.
DFT (wB97M-V/def2-TZVPD) results for C2H4N2OS as an isolated structure in a non-equilibrium geometry.

The HOMO energy is -9.412 eV. The value obtained for the orbital gap is 8.9884 eV. The max |F| comes out at 0.111 hartree/bohr. The relative energy (zero: lowest compared OMol25 entry of this formula, charge and spin) is 78.5 kcal/mol. For the calculated total energy, the calculation gives -17999.256 eV.

Each line ends with the Löwdin charge.
Positions of all 10 atoms, in Å:
S: -1.6874 1.3861 0.1920  0.445
O: 0.9969 0.6541 -1.1516  0.030
N: -1.2061 -1.7654 0.2340  0.195
N: 1.8829 -0.6739 0.4661  0.164
C: 0.8416 -0.2889 -0.3583  -0.564
C: -0.3118 -1.0920 -0.0797  -0.237
H: 1.7609 -1.5541 0.9370  0.101
H: -2.9741 2.5982 0.6173  0.042
H: 2.8156 -0.5051 0.1307  0.115
H: -2.1186 1.2410 -0.9876  -0.291

=====

2.
DFT (wB97M-V/def2-TZVPD) results for one molecule with the formula C2H4N2OS in a non-equilibrium geometry.

The HOMO energy is -9.193 eV. The value obtained for the orbital gap is 8.3628 eV. The max |F| comes out at 0.033 hartree/bohr. The relative energy (zero: lowest compared OMol25 entry of this formula, charge and spin) is 64.5 kcal/mol. For the calculated total energy, the calculation gives -17999.864 eV.

Each line ends with the Löwdin charge.
Positions of all 10 atoms, in Å:
S: 2.8280 -0.1129 -0.0375  0.702
O: -2.1310 -0.1315 -0.0547  -0.074
N: 0.1075 1.2726 -0.0643  0.153
N: -0.8944 -0.8769 -0.0202  0.049
C: 1.3552 -0.8125 -0.0265  -0.586
C: 0.1071 -0.0727 -0.0115  -0.549
H: -2.8000 -0.8481 -0.0253  0.099
H: 1.2167 -1.9167 0.0286  0.074
H: 0.9453 1.7845 0.0271  0.051
H: -0.7344 1.7142 0.1844  0.082

=====

3.
DFT (wB97M-V/def2-TZVPD) results for a 2-piece molecular cluster, C2H4N2OS overall in a non-equilibrium geometry.

The expectation value of S² is 2.008. The HOMO energy (spin up / spin down) is -7.219 / -9.570 eV. The value obtained for the orbital gap (spin up / spin down) is 8.0101 / 6.9092 eV. The max |F| comes out at 0.089 hartree/bohr. Its spin multiplicity is 3. The relative energy (zero: lowest compared OMol25 entry of this formula, charge and spin) is 104.5 kcal/mol. For the calculated total energy, the calculation gives -17993.951 eV.

Each line ends with the Löwdin spin population.
Positions of all 10 atoms, in Å:
S: -1.1805 -0.1011 -1.5616  0.830
O: -2.0757 -1.6415 0.2789  0.502
N: -1.0480 -1.1368 -0.2819  0.467
N: 0.2027 -1.4397 0.1698  0.099
C: 0.2341 1.8155 0.2348  0.029
C: 1.3342 1.5609 -0.0715  0.042
H: 2.3346 1.2803 -0.3520  0.001
H: 0.8053 -0.5547 0.1774  0.016
H: 0.1817 -1.9870 1.1675  0.012
H: -0.7885 2.2040 0.2387  0.003

=====

4.
DFT (wB97M-V/def2-TZVPD) results for C2H4N2OS2 as an isolated structure in a non-equilibrium geometry.

The HOMO energy is -8.671 eV. The value obtained for the orbital gap is 8.4313 eV. The max |F| comes out at 0.110 hartree/bohr. The relative energy (zero: lowest compared OMol25 entry of this formula, charge and spin) is 58.8 kcal/mol. For the calculated total energy, the calculation gives -28834.533 eV.

Each line ends with the Löwdin charge.
Positions of all 11 atoms, in Å:
S: -0.6191 -1.2993 -0.7064  0.824
S: -3.3627 -0.1738 -0.0900  0.630
O: 1.6954 0.6911 -0.7773  0.015
N: -0.9723 1.0966 -0.0458  -0.042
N: 0.6976 -0.8902 0.5770  -0.286
C: 1.8109 -0.1614 0.0420  -0.457
C: -1.7861 0.0368 -0.2226  -1.279
H: 1.0489 -2.0874 0.9448  0.218
H: -1.3828 2.0704 -0.3221  0.155
H: 2.7523 -0.3520 0.7134  0.153
H: 0.1179 1.0690 -0.1129  0.068

=====

5.
DFT (wB97M-V/def2-TZVPD) results for one molecule with the formula C2H4N2OS2 in a non-equilibrium geometry.

The HOMO energy is -9.242 eV. The value obtained for the orbital gap is 9.0223 eV. The max |F| comes out at 0.105 hartree/bohr. The relative energy (zero: lowest compared OMol25 entry of this formula, charge and spin) is 40.8 kcal/mol. For the calculated total energy, the calculation gives -28835.314 eV.

Each line ends with the Löwdin charge.
Positions of all 11 atoms, in Å:
S: 1.7507 0.8202 -0.0463  0.778
S: -2.3056 -0.8231 0.0037  0.699
O: 1.7746 -1.9592 -0.0111  -0.093
N: 0.2628 -0.2187 -0.2410  -0.385
N: -1.0684 1.6742 -0.0815  0.026
C: -1.1025 0.2384 -0.2416  -0.874
C: 0.6016 -1.4946 -0.2016  -0.400
H: -1.9822 2.0218 0.2546  0.090
H: -0.1221 -2.2633 0.0009  0.098
H: -0.2210 2.3577 0.0288  0.093
H: 2.4122 -0.3535 0.5350  -0.030

=====

6.
DFT (wB97M-V/def2-TZVPD) results for C2H4N2OS2 as an isolated structure in a non-equilibrium geometry.

The HOMO energy is -8.874 eV. The value obtained for the orbital gap is 8.4289 eV. The max |F| comes out at 0.066 hartree/bohr. The relative energy (zero: lowest compared OMol25 entry of this formula, charge and spin) is 66.5 kcal/mol. For the calculated total energy, the calculation gives -28834.199 eV.

Each line ends with the Löwdin charge.
Positions of all 11 atoms, in Å:
S: 0.5496 1.1879 -2.3353  0.660
S: 1.4432 1.8431 -0.5039  0.633
O: 1.6323 0.6807 -3.1443  -0.592
N: -0.6915 -0.2822 -1.1186  0.032
N: 0.6503 0.7698 0.5490  -0.397
C: -0.9587 -0.9791 1.1406  -0.044
C: -0.3246 -0.0713 0.0901  -0.654
H: -1.8171 -1.4203 0.5991  0.073
H: -1.3307 -0.3538 1.9258  0.063
H: -0.3862 -1.9590 1.4171  0.120
H: 1.2334 0.5842 1.3804  0.104

=====

7.
DFT (wB97M-V/def2-TZVPD) results for a 2-piece molecular cluster, C2H4N2S overall in a non-equilibrium geometry.

The HOMO energy (spin up / spin down) is -8.053 / -8.052 eV. The value obtained for the orbital gap (spin up / spin down) is 7.9263 / 7.9256 eV. The max |F| comes out at 0.100 hartree/bohr. The relative energy (zero: lowest compared OMol25 entry of this formula, charge and spin) is 52.7 kcal/mol. For the calculated total energy, the calculation gives -15951.598 eV.

Each line ends with the Löwdin charge.
Positions of all 9 atoms, in Å:
S: 2.3282 -1.1487 0.0038  0.427
N: 1.4379 0.1686 0.3816  -0.649
N: -2.4644 0.1200 0.1264  0.050
C: -2.3709 -1.0184 0.1317  -0.085
C: 0.8010 0.9936 -0.4751  -0.050
H: -2.0193 -2.0445 0.0830  0.065
H: 1.0243 0.2533 1.3705  0.122
H: 1.1467 0.8968 -1.4614  0.046
H: 0.1164 1.7794 -0.1605  0.075

=====

8.
DFT (wB97M-V/def2-TZVPD) results for a 2-piece molecular cluster, C2H4N2S overall in a non-equilibrium geometry.

The HOMO energy is -8.610 eV. The value obtained for the orbital gap is 7.0595 eV. The max |F| comes out at 0.068 hartree/bohr. The relative energy (zero: lowest compared OMol25 entry of this formula, charge and spin) is 109.9 kcal/mol. For the calculated total energy, the calculation gives -15949.118 eV.

Each line ends with the Löwdin charge.
Positions of all 9 atoms, in Å:
S: 0.9511 2.0519 -1.3709  0.948
N: 2.3547 0.4542 -3.2093  0.123
N: 0.8074 -0.4803 0.9827  0.012
C: -0.1275 0.7630 -1.0544  -0.304
C: 1.8155 1.1201 -2.4479  -0.655
H: 0.5732 0.1368 1.8493  0.005
H: -0.3462 -0.0008 -1.7381  0.032
H: 1.5245 -0.0514 0.5018  -0.144
H: -0.8012 0.9636 -0.2890  -0.017

=====

9.
DFT (wB97M-V/def2-TZVPD) results for one molecule with the formula C2H4N2S in a non-equilibrium geometry.

The expectation value of S² is 2.014. The HOMO energy (spin up / spin down) is -6.487 / -9.648 eV. The value obtained for the orbital gap (spin up / spin down) is 7.4080 / 6.8325 eV. The max |F| comes out at 0.068 hartree/bohr. Its spin multiplicity is 3. The relative energy (zero: lowest compared OMol25 entry of this formula, charge and spin) is 0.0 kcal/mol. For the calculated total energy, the calculation gives -15951.234 eV.

Each line ends with the Löwdin spin population.
Positions of all 9 atoms, in Å:
S: -2.8026 -0.2095 -0.0331  0.982
N: 1.0774 -0.8244 -0.0005  0.246
N: -0.6230 1.4301 -0.0108  0.175
C: -1.1358 0.1282 0.0437  0.459
C: -0.1798 -1.0367 0.0349  0.099
H: -1.2479 2.1400 0.0597  0.014
H: 1.6782 -1.6264 0.0679  0.010
H: -0.7502 -2.0521 -0.0337  0.006
H: 0.3769 1.6799 -0.0176  0.009

=====

10.
DFT (wB97M-V/def2-TZVPD) results for one molecule with the formula C2H4N2S2 in a non-equilibrium geometry.

The HOMO energy is -8.886 eV. The value obtained for the orbital gap is 8.5922 eV. The max |F| comes out at 0.038 hartree/bohr. The relative energy (zero: lowest compared OMol25 entry of this formula, charge and spin) is 37.6 kcal/mol. For the calculated total energy, the calculation gives -26788.383 eV.

Each line ends with the Löwdin charge.
Positions of all 10 atoms, in Å:
S: -2.3908 2.3102 -0.0493  0.579
S: 1.4323 -1.1948 -1.6712  0.743
N: 1.1580 -1.3456 -0.0045  -0.355
N: -0.4940 0.4128 -0.0401  -0.045
C: -1.2479 1.3012 0.6442  -0.692
C: 0.2800 -0.5882 0.5323  -0.333
H: -1.0873 1.3060 1.7401  0.076
H: 0.2170 -0.6852 1.5894  0.113
H: 2.4267 -2.0204 -1.7100  -0.174
H: -0.2939 0.5040 -1.0310  0.088

=====

11.
DFT (wB97M-V/def2-TZVPD) results for one molecule with the formula C2H4N2S2 in a non-equilibrium geometry.

The HOMO energy is -8.598 eV. The value obtained for the orbital gap is 7.8514 eV. The max |F| comes out at 0.109 hartree/bohr. The relative energy (zero: lowest compared OMol25 entry of this formula, charge and spin) is 67.5 kcal/mol. For the calculated total energy, the calculation gives -26787.087 eV.

Each line ends with the Löwdin charge.
Positions of all 10 atoms, in Å:
S: -1.4096 -0.3825 0.7784  0.756
S: 1.5839 -1.0284 1.1924  0.618
N: -0.5619 1.4591 -2.4603  -0.017
N: -0.5361 0.8923 -1.2355  -0.153
C: 0.6520 0.6508 -0.6284  -0.253
C: 0.3253 -0.3000 0.4097  -1.177
H: -1.4388 -1.1883 1.8439  -0.133
H: 1.6516 0.9266 -0.9302  0.106
H: -1.4210 2.1093 -2.6240  0.132
H: 0.2412 2.1621 -2.6397  0.122

=====

12.
DFT (wB97M-V/def2-TZVPD) results for one molecule with the formula C2H4N2S2 in a non-equilibrium geometry.

The HOMO energy is -8.839 eV. The value obtained for the orbital gap is 8.8230 eV. The max |F| comes out at 0.078 hartree/bohr. The relative energy (zero: lowest compared OMol25 entry of this formula, charge and spin) is 72.4 kcal/mol. For the calculated total energy, the calculation gives -26786.876 eV.

Each line ends with the Löwdin charge.
Positions of all 10 atoms, in Å:
S: -2.3317 -0.9024 -0.0644  0.628
S: 2.7532 -0.5119 -0.0416  0.608
N: 0.3220 0.3714 0.4717  -0.169
N: -0.7078 1.1596 0.1387  -0.151
C: 1.5256 0.4887 -0.2802  -0.757
C: -1.9947 0.6749 -0.1844  -0.690
H: -2.6045 1.6084 -0.3368  0.086
H: 1.6198 1.5712 -0.9917  0.153
H: 0.1829 -0.3404 1.3051  0.182
H: -0.4289 2.0913 0.2339  0.111